[1]
The following is a DFT calculation (ωB97M-V/def2-TZVPD) of C20H24B2KO28 as an isolated structure in a non-equilibrium geometry.

XYZ file:
```
75
Properties=species:S:1:pos:R:3:mulliken_charge:R:1
C -0.53868 3.37636 -2.23781 -0.455
O -2.74095 -2.44885 -4.31780 -0.482
O -0.17407 -4.65557 -0.49598 -0.601
C 1.65035 2.83789 -1.65761 0.527
O 1.94794 -8.48154 -1.60818 -0.593
H 3.95790 -2.06837 1.27950 0.323
B -3.68018 -1.57665 -3.60937 1.219
O -0.37442 1.92168 4.41974 -0.320
C 1.49427 -7.38790 -1.72977 0.563
C -3.41682 -3.44450 -4.87708 0.588
O -0.56346 -0.08781 3.39490 -0.532
H 3.65242 1.65116 -0.69712 -0.151
O -3.36968 -1.43574 -2.16384 -0.549
O -1.92558 0.57086 5.05696 -0.382
C 4.79405 2.22391 2.19310 -0.674
H -0.70748 2.50376 -2.87017 0.276
O -5.83729 -3.90275 -4.92878 -0.586
C 4.58860 -1.43397 0.66074 -0.738
H -1.08595 4.19628 -2.68506 0.298
O 1.30902 1.79208 -1.17155 -0.225
C 0.82641 2.15714 3.72985 -0.354
H 1.52148 1.32400 3.79526 0.298
O -0.67626 -2.59004 0.24508 -0.771
O 0.63648 -7.39397 -4.04574 -0.583
H 4.99612 2.56021 1.17766 0.187
C -4.92734 -3.22645 -4.57333 0.604
H -3.15789 1.18953 2.08083 0.047
O -5.00725 -2.12513 -3.82661 -0.519
O -2.98885 -4.33651 -5.53936 -0.583
C 3.43409 0.36539 1.57694 0.438
O 0.41007 -5.58433 -2.72465 -0.409
H -0.50959 6.17416 1.11378 0.263
H 1.36045 2.96947 4.23424 0.328
H -3.45891 -0.61143 5.62082 0.240
O 1.42466 -6.44000 -0.81292 -0.497
C -0.91091 0.72356 4.20953 0.834
C 3.90132 2.25177 -1.56985 -0.264
K -0.34505 0.06856 0.49819 1.464
C -3.92060 1.95657 1.96251 -0.406
O 3.55668 1.51454 2.24614 -0.171
H -1.87798 -1.47555 5.47502 0.289
O 1.80090 -1.89286 -1.09101 -0.490
O 4.61258 -0.07788 1.12245 -0.390
H 3.95129 1.61437 -2.44990 0.333
C -2.15943 3.42431 1.62705 0.584
C -0.55618 5.10569 1.28563 -0.322
H 5.61279 -1.78656 0.61758 0.294
O -3.60028 -0.17608 -4.14268 -0.555
H -4.70282 1.83813 2.70793 0.294
H 4.71593 3.07531 2.86229 0.237
O 1.87998 -4.11210 -1.49450 -0.696
O -1.86626 4.71483 1.65080 -0.404
H 5.61042 1.59117 2.53610 0.332
O 2.38795 -0.15056 1.31740 -0.234
B 0.86238 -5.21431 -1.38895 1.117
O -2.69200 0.25332 -0.84032 -0.576
O -1.41339 2.53643 1.28987 -0.017
C 0.01383 -3.36420 -0.35939 0.511
H 0.71424 2.44501 2.68592 -0.052
C 1.34368 -3.00262 -1.05833 0.699
C -3.17440 0.62796 -3.21209 0.667
H -0.22478 4.57819 0.39084 -0.037
C -3.03966 -0.19591 -1.90157 0.265
H -0.89712 3.08633 -1.24993 0.046
H -2.81735 -0.99768 4.03955 0.278
O -2.94568 1.80735 -3.26991 -0.653
O 0.83444 3.73162 -2.18975 -0.399
H 4.14972 -1.47983 -0.33964 0.243
C 0.79115 -6.83681 -3.00442 0.611
H 0.12546 4.84782 2.10174 0.265
C -2.53729 -0.71991 5.05774 -0.631
O 2.90739 3.26948 -1.76261 -0.376
H -4.39926 1.79688 0.99259 0.254
H 4.84058 2.76886 -1.40097 0.277
O -3.39593 3.27249 2.04232 -0.420
```

Results
Net charge   -1
E   -3533.586528 Ha
Strongest force on any atom   0.0355 Eh/bohr
Relative energy (zero: lowest compared OMol25 entry of this formula, charge and spin)   15.6 kcal/mol
LUMO   0.0501 hartree
Frontier orbital gap   8.499 eV
Highest occupied orbital energy   -7.136 eV
Spin multiplicity   1

***

[2]
The following is a DFT calculation (ωB97M-V/def2-TZVPD) of C6H23BNOPSTi as an isolated structure in a non-equilibrium geometry.

XYZ file:
```
35
Properties=species:S:1:pos:R:3:nbo_charge:R:1
H 0.38910 1.28605 -3.69584 0.305
H 2.42917 -1.11104 3.91762 0.292
C -2.17054 1.09693 0.94887 0.454
H -1.70009 -2.80928 -0.29594 0.473
O -3.03435 1.89757 1.00427 -0.195
H -0.16026 -2.81523 4.42243 0.285
H 0.26681 -4.00383 -1.06354 0.153
C 0.08966 0.59665 -2.88547 -0.919
H 0.82087 -0.42743 -0.30515 -0.206
H 1.42118 0.38175 3.95585 0.264
H 1.61388 3.07619 -2.40069 0.293
H -0.85789 3.32085 -2.64992 0.298
N -1.17546 -2.19079 -0.94844 -0.853
H -0.51746 -1.10659 4.83362 0.272
B 0.16592 -2.90805 -1.55532 -0.044
H 1.69281 3.24141 -0.61161 0.274
S 0.45815 -1.42555 2.54454 0.179
H 2.51766 1.88497 -1.40240 0.273
H 0.10169 -2.86625 -2.75813 0.128
H 2.40376 0.00289 2.51259 0.251
H 0.79686 -0.24621 -2.83368 0.247
C 1.62486 2.52573 -1.44419 -0.897
H -2.17368 2.42418 -1.81925 0.255
H -1.61000 -1.99739 3.73835 0.250
H -0.83531 -1.33488 -0.41101 0.317
P 0.07597 1.52769 -1.27252 0.894
H 1.14248 -2.25222 -1.21405 0.304
Ti -0.31180 0.17690 0.72412 1.015
H -1.81129 -1.87069 -1.69081 0.469
H 0.39547 1.59396 1.02722 -0.057
H -0.90449 0.18596 -3.12621 0.245
H -1.21390 3.60088 -0.91349 0.274
C -0.57250 -1.85998 4.05083 -0.666
C -1.16244 2.83815 -1.70359 -0.925
C 1.80516 -0.43328 3.32094 -0.699
```

Results
Net charge   +3
E   -1984.874670 Ha
Strongest force on any atom   0.1987 Eh/bohr
LUMO (alpha / beta)   -0.5042 / -0.5841 hartree
Frontier orbital gap (alpha / beta)   6.659 / 4.473 eV
Highest occupied orbital energy (alpha / beta)   -20.380 / -20.368 eV
Spin multiplicity   2

***

[3]
The following is a DFT calculation (ωB97M-V/def2-TZVPD) of C28H34AsN2O3PPdS as an isolated structure.

XYZ file:
```
71
Properties=species:S:1:pos:R:3:mulliken_spin:R:1
C -2.47909 -2.36719 -0.08494 0.011
H -3.37044 -2.69155 -0.62011 0.002
H -0.32750 0.21643 2.29482 0.029
H 5.39682 -1.82392 3.14519 0.001
H -1.27264 0.00460 4.50288 0.001
C 2.21717 3.74533 0.15824 0.009
H 0.02247 -4.36547 -0.79113 0.000
C 1.33345 2.68183 0.03092 0.002
H 6.14593 -3.82199 1.85781 -0.004
H -2.19952 -3.13221 0.63827 0.004
C -4.01724 1.82100 -3.61732 0.067
As -1.01488 -2.11513 -1.33026 0.080
S 2.85804 -0.41905 3.17829 -0.012
C 4.72304 -2.36491 2.49361 -0.016
C -1.86440 -1.68011 -3.01442 0.001
C -1.89381 2.31158 -2.60797 0.061
H -2.49087 -2.51590 -3.32384 0.001
H 3.98498 -5.78516 -0.28015 -0.012
C 0.37405 5.29909 0.07794 0.005
C -0.03160 2.93248 -0.06255 -0.026
H -3.46929 1.05451 5.03672 0.001
C -3.74007 1.85430 3.06663 -0.002
H 2.63619 1.29694 -0.62957 0.001
C -3.21976 1.97461 1.79061 0.002
C 2.84590 -3.70415 0.86024 0.111
C -1.99775 1.36047 1.49442 0.043
C -0.51199 4.24558 -0.03613 0.014
C 1.93882 0.11908 -3.19339 0.825
C -1.30281 0.65453 2.47497 0.020
H -3.75086 2.54932 1.04266 0.000
O 3.29965 0.52618 2.13610 0.057
H 0.25687 -3.95156 -2.50742 0.003
C -0.44233 -3.93238 -1.67361 0.004
C 4.20088 -4.15792 0.95297 0.194
C -3.60070 1.13383 -1.35040 0.043
H -1.57618 4.43686 -0.10356 0.005
Pd 0.42157 -0.21925 -0.62993 1.317
H 2.23220 1.05186 0.93234 -0.014
H -4.68338 1.87726 -4.46780 0.002
N 4.60529 -5.23294 0.29206 0.279
C 2.46379 -2.62255 1.58346 0.040
C -2.74187 2.36746 -3.70020 -0.019
H 0.00566 6.31529 0.09437 0.001
H 2.43453 5.86496 0.28418 0.000
H -2.41638 2.84998 -4.61173 0.000
C -4.44501 1.20697 -2.44391 -0.017
O 1.41838 -0.54587 3.24739 0.009
C -1.83405 0.54157 3.75071 0.009
H 1.43324 -2.28622 1.58491 0.016
H -2.68463 -1.44137 0.44974 -0.008
C 5.12834 -3.45745 1.79040 0.132
H -5.44107 0.78960 -2.38297 0.000
C -2.32190 1.70286 -1.41975 0.040
O 3.58324 -0.33390 4.40393 0.015
H -1.32363 -4.51921 -1.93071 0.002
H -3.93716 0.65062 -0.44193 0.000
H 3.27858 3.55100 0.25230 0.001
C 1.73811 5.04394 0.18066 0.001
C 3.38744 -1.92360 2.38549 0.220
H -2.47442 -0.78562 -2.90983 -0.001
H 5.55413 -5.56747 0.38405 -0.012
H 1.76745 1.17984 -3.30550 0.039
N 1.83624 1.32317 -0.00143 0.091
C -3.05273 1.13609 4.04164 0.016
H -4.68052 2.33082 3.30790 0.001
H 2.11900 -4.23216 0.25932 0.002
P -1.17358 1.55288 -0.06894 0.229
H 2.88402 -0.23443 -2.80949 0.021
H -0.90962 2.76174 -2.66293 0.001
H 1.26920 -0.57915 -3.67309 0.062
H -1.10096 -1.50668 -3.77129 0.002
```

Results
Net charge   +2
E   -4525.137872 Ha
Strongest force on any atom   0.0082 Eh/bohr
Relative energy (zero: lowest compared OMol25 entry of this formula, charge and spin)   0.0 kcal/mol
LUMO (alpha / beta)   -0.1778 / -0.3225 hartree
Frontier orbital gap (alpha / beta)   8.363 / 5.524 eV
Highest occupied orbital energy (alpha / beta)   -13.201 / -14.299 eV
Spin multiplicity   5

***

[4]
The following is a DFT calculation (ωB97M-V/def2-TZVPD) of C12H15FeN2O3 as an isolated structure in a non-equilibrium geometry.

XYZ file:
```
33
Properties=species:S:1:pos:R:3:nbo_charge:R:1
C -1.10117 0.06582 3.41426 0.607
H -2.20373 -2.54033 2.42320 0.251
H 4.25500 0.88028 -2.61963 0.248
C -1.03420 0.25132 -0.14224 -0.302
C -2.02148 -0.71062 -0.46436 -0.308
H 2.47360 -0.71307 -0.91177 0.412
C -3.40192 -0.05509 2.59506 0.616
C -0.28947 -2.25579 1.41385 -0.177
H 0.08242 -3.22978 1.76455 0.236
H 0.55808 0.99682 -3.38069 0.240
C 1.62249 1.26814 -3.34130 -0.462
H 3.91733 1.10395 -0.86706 0.239
C 0.15937 -0.02275 0.57506 -0.308
C -2.51853 -1.52767 0.53668 -0.140
C -1.92585 1.80741 1.85259 0.631
H 2.15493 0.78698 -4.18798 0.248
H 1.07922 -0.75129 -1.88313 0.423
H -3.55714 -1.87211 0.50972 0.254
O -0.79246 0.26763 4.51891 -0.463
O -2.05426 2.94474 2.05578 -0.469
H 1.66786 -1.53599 0.95633 0.204
O -4.38025 0.02372 3.22318 -0.462
Fe -1.82310 0.04023 1.79334 -0.221
C 0.58437 -1.32465 0.93837 -0.291
H 0.79460 0.84042 0.83954 0.226
C -1.69271 -1.99892 1.60849 -0.352
H -1.08822 1.23259 -0.64571 0.243
N 2.02963 -0.42262 -1.77057 -0.410
H -2.56578 -0.59659 -1.40569 0.232
N 2.18401 0.92190 -2.03974 0.020
C 3.57216 1.34132 -1.88057 -0.460
H 3.58625 2.42748 -2.03237 0.248
H 1.72895 2.35652 -3.44609 0.247
```

Results
Net charge   +1
E   -2064.710710 Ha
Strongest force on any atom   0.0981 Eh/bohr
Relative energy (zero: lowest compared OMol25 entry of this formula, charge and spin)   0.0 kcal/mol
LUMO (alpha / beta)   -0.1073 / -0.2438 hartree
Frontier orbital gap (alpha / beta)   5.881 / 5.153 eV
Highest occupied orbital energy (alpha / beta)   -8.802 / -11.787 eV
Spin multiplicity   5

***

Among the records above, which one has the highest strongest force on any atom?
C6H23BNOPSTi

***

Copy entry 4 word for word.
The following is a DFT calculation (ωB97M-V/def2-TZVPD) of C12H15FeN2O3 as an isolated structure in a non-equilibrium geometry.

XYZ file:
```
33
Properties=species:S:1:pos:R:3:nbo_charge:R:1
C -1.10117 0.06582 3.41426 0.607
H -2.20373 -2.54033 2.42320 0.251
H 4.25500 0.88028 -2.61963 0.248
C -1.03420 0.25132 -0.14224 -0.302
C -2.02148 -0.71062 -0.46436 -0.308
H 2.47360 -0.71307 -0.91177 0.412
C -3.40192 -0.05509 2.59506 0.616
C -0.28947 -2.25579 1.41385 -0.177
H 0.08242 -3.22978 1.76455 0.236
H 0.55808 0.99682 -3.38069 0.240
C 1.62249 1.26814 -3.34130 -0.462
H 3.91733 1.10395 -0.86706 0.239
C 0.15937 -0.02275 0.57506 -0.308
C -2.51853 -1.52767 0.53668 -0.140
C -1.92585 1.80741 1.85259 0.631
H 2.15493 0.78698 -4.18798 0.248
H 1.07922 -0.75129 -1.88313 0.423
H -3.55714 -1.87211 0.50972 0.254
O -0.79246 0.26763 4.51891 -0.463
O -2.05426 2.94474 2.05578 -0.469
H 1.66786 -1.53599 0.95633 0.204
O -4.38025 0.02372 3.22318 -0.462
Fe -1.82310 0.04023 1.79334 -0.221
C 0.58437 -1.32465 0.93837 -0.291
H 0.79460 0.84042 0.83954 0.226
C -1.69271 -1.99892 1.60849 -0.352
H -1.08822 1.23259 -0.64571 0.243
N 2.02963 -0.42262 -1.77057 -0.410
H -2.56578 -0.59659 -1.40569 0.232
N 2.18401 0.92190 -2.03974 0.020
C 3.57216 1.34132 -1.88057 -0.460
H 3.58625 2.42748 -2.03237 0.248
H 1.72895 2.35652 -3.44609 0.247
```

Results
Net charge   +1
E   -2064.710710 Ha
Strongest force on any atom   0.0981 Eh/bohr
Relative energy (zero: lowest compared OMol25 entry of this formula, charge and spin)   0.0 kcal/mol
LUMO (alpha / beta)   -0.1073 / -0.2438 hartree
Frontier orbital gap (alpha / beta)   5.881 / 5.153 eV
Highest occupied orbital energy (alpha / beta)   -8.802 / -11.787 eV
Spin multiplicity   5

***

What did the fourth record say?
The following is a DFT calculation (ωB97M-V/def2-TZVPD) of C12H15FeN2O3 as an isolated structure in a non-equilibrium geometry.

XYZ file:
```
33
Properties=species:S:1:pos:R:3:nbo_charge:R:1
C -1.10117 0.06582 3.41426 0.607
H -2.20373 -2.54033 2.42320 0.251
H 4.25500 0.88028 -2.61963 0.248
C -1.03420 0.25132 -0.14224 -0.302
C -2.02148 -0.71062 -0.46436 -0.308
H 2.47360 -0.71307 -0.91177 0.412
C -3.40192 -0.05509 2.59506 0.616
C -0.28947 -2.25579 1.41385 -0.177
H 0.08242 -3.22978 1.76455 0.236
H 0.55808 0.99682 -3.38069 0.240
C 1.62249 1.26814 -3.34130 -0.462
H 3.91733 1.10395 -0.86706 0.239
C 0.15937 -0.02275 0.57506 -0.308
C -2.51853 -1.52767 0.53668 -0.140
C -1.92585 1.80741 1.85259 0.631
H 2.15493 0.78698 -4.18798 0.248
H 1.07922 -0.75129 -1.88313 0.423
H -3.55714 -1.87211 0.50972 0.254
O -0.79246 0.26763 4.51891 -0.463
O -2.05426 2.94474 2.05578 -0.469
H 1.66786 -1.53599 0.95633 0.204
O -4.38025 0.02372 3.22318 -0.462
Fe -1.82310 0.04023 1.79334 -0.221
C 0.58437 -1.32465 0.93837 -0.291
H 0.79460 0.84042 0.83954 0.226
C -1.69271 -1.99892 1.60849 -0.352
H -1.08822 1.23259 -0.64571 0.243
N 2.02963 -0.42262 -1.77057 -0.410
H -2.56578 -0.59659 -1.40569 0.232
N 2.18401 0.92190 -2.03974 0.020
C 3.57216 1.34132 -1.88057 -0.460
H 3.58625 2.42748 -2.03237 0.248
H 1.72895 2.35652 -3.44609 0.247
```

Results
Net charge   +1
E   -2064.710710 Ha
Strongest force on any atom   0.0981 Eh/bohr
Relative energy (zero: lowest compared OMol25 entry of this formula, charge and spin)   0.0 kcal/mol
LUMO (alpha / beta)   -0.1073 / -0.2438 hartree
Frontier orbital gap (alpha / beta)   5.881 / 5.153 eV
Highest occupied orbital energy (alpha / beta)   -8.802 / -11.787 eV
Spin multiplicity   5